Record 1
{"formula": "C18H42N6O6Pt", "method": "ωB97M-V/def2-TZVPD", "species": ["Pt", "C", "H", "H", "H", "H", "H", "H", "H", "H", "N", "C", "H", "H", "C", "H", "H", "H", "N", "C", "H", "C", "H", "N", "H", "C", "H", "H", "H", "H", "C", "H", "O", "H", "C", "H", "O", "O", "H", "H", "C", "O", "N", "H", "H", "H", "H", "C", "C", "H", "H", "C", "H", "O", "C", "N", "H", "H", "H", "H", "C", "H", "C", "H", "C", "H", "H", "N", "C", "H", "H", "C", "O"], "coordinates": [[-0.3220, -0.3292, -0.0612], [0.0119, 2.2307, 5.0700], [-5.1069, -1.2202, 3.2907], [5.3185, 1.1599, -2.1280], [5.9320, 0.5293, -0.1615], [3.7368, -3.8870, -5.2392], [5.6931, -1.6709, 1.1811], [3.5283, 1.1285, -1.7969], [-1.7274, 4.4509, 1.7077], [0.7971, -4.6832, 4.2206], [-5.3641, -1.1076, 1.2493], [1.2102, -2.1015, -4.1530], [1.3578, -2.1892, 4.4795], [2.0595, 4.9027, -1.9644], [3.0876, -3.0405, -5.4630], [1.0185, 5.9124, -1.1956], [-5.4836, 0.7727, -1.5347], [-6.3705, -1.0910, 1.3332], [2.3471, -2.7368, -4.2638], [0.4175, -1.6333, -5.3448], [-0.2433, 5.3529, -3.2372], [4.5219, 1.3548, -1.4100], [2.4047, -3.5348, -6.1540], [0.4516, -3.9112, 3.6685], [-1.1202, 3.5825, -4.7303], [1.0418, 4.8906, -1.5743], [-6.7633, 0.3235, -0.4372], [-0.4489, 1.6249, 5.8502], [-0.2506, -6.1048, 2.6569], [0.9765, -1.8928, -6.2438], [-4.6047, -1.5058, 2.3664], [4.6464, 2.3578, -1.0020], [-0.3170, -2.9946, 1.7368], [-4.5536, -2.5901, 2.4655], [0.0690, -4.0086, 2.3934], [-2.0745, 2.3638, -3.9810], [-3.6228, -0.2901, -0.0120], [2.9123, -0.3035, 0.3717], [0.2670, -0.5593, -5.2353], [-0.5728, -2.0857, -5.3958], [0.0026, -5.3898, 1.8741], [-0.5125, 2.5624, -1.9103], [4.9281, 0.5288, -0.2727], [0.9664, 4.1847, -0.7471], [0.5459, 3.0142, 5.6076], [-2.9027, 3.1646, 1.7170], [-0.0072, -2.7954, 5.4232], [-0.6502, 3.5171, -2.6619], [-1.2665, 2.7335, 3.0190], [2.6790, -3.2044, -3.4323], [0.8294, 1.8016, 4.4906], [-5.8377, -0.0318, -0.8901], [-2.7782, 4.2554, 3.1245], [0.7637, -1.8732, -3.0340], [-2.2183, 3.7240, 2.3549], [-1.0931, 2.8987, 4.3384], [-2.5463, 3.9796, -3.7175], [-3.5748, -1.1569, 2.4414], [3.5350, -2.2355, -6.0460], [-1.7775, 3.4441, 4.8425], [-4.8362, -0.4963, 0.1838], [-0.1766, -1.8704, 3.9213], [0.3808, -2.6679, 4.4126], [-0.6041, -5.5842, 0.9897], [4.9617, -0.9973, 1.6276], [5.3434, -0.3122, 2.3846], [1.0004, -5.6158, 1.4980], [0.0141, 4.6362, -2.5738], [-1.6571, 3.3559, -3.8092], [4.2659, -1.6579, 2.1450], [-6.0465, -0.8982, -1.5178], [4.1581, -0.2780, 0.5102], [-0.7495, 1.7982, 2.3844]], "total_charge": 2, "lumo_energy_ev": [-8.46, -10.30], "homo_lumo_gap_ev": [5.5, 3.4], "e_homo_ev": [-13.92, -13.75], "multiplicity": 3}

***

Record 2
{"formula": "C5H8O", "method": "ωB97M-V/def2-TZVPD", "species": ["H", "H", "C", "C", "H", "H", "H", "H", "H", "C", "O", "H", "C", "C"], "coordinates": [[0.8029, 0.3803, -2.2878], [0.7606, -2.1768, 0.8333], [-0.9223, 0.8926, 0.4890], [0.7359, 0.6579, -1.1881], [-1.8875, 1.3519, 0.6776], [2.0804, -0.9925, -0.8674], [-1.7547, -1.0295, 0.2876], [-1.1488, -0.6856, 1.9733], [-0.1839, 1.4842, 1.0949], [-0.9025, -0.6183, 0.8581], [-0.6037, 1.0728, -0.8932], [1.4800, 1.4562, -0.9970], [1.1086, -0.5870, -0.4635], [0.4351, -1.2062, 0.4832]], "lumo_energy_ev": 1.07, "homo_lumo_gap_ev": 10.5, "e_homo_ev": -9.45, "e_above_lowest_kcal_mol": 30.34}

***

Record 3
{"formula": "C8H17I2N2", "method": "ωB97M-V/def2-TZVPD", "species": ["C", "H", "C", "C", "H", "N", "C", "H", "H", "C", "I", "H", "H", "H", "C", "H", "H", "H", "C", "H", "H", "I", "H", "C", "H", "H", "H", "H", "N"], "coordinates": [[3.4510, -0.2749, -1.7824], [1.0254, 0.2692, 0.2593], [-1.6115, 0.3207, 2.0653], [1.9607, -0.0062, -1.9222], [-2.1110, 1.2725, 2.1750], [1.1166, -0.9613, -1.3033], [-3.0473, 0.2264, -0.1016], [-3.8979, 0.5157, 0.6055], [-0.9139, -1.2647, -1.0168], [0.7738, -0.7469, -0.0021], [-2.2116, 3.2448, 0.5123], [1.7059, 0.9299, -1.4633], [0.3211, 1.2266, 2.0704], [3.5521, -0.9297, -1.0588], [-0.2980, 0.4718, 2.6075], [-2.1637, -0.4443, 2.5188], [1.3714, -1.4439, 0.7066], [3.9282, 0.7385, -1.3787], [-1.9918, 1.2370, -0.2910], [-3.2284, -0.6346, -0.7873], [-1.0732, -1.8730, 0.5840], [-1.2006, 1.3481, -2.4189], [-0.2787, 0.6540, 3.6802], [-0.8106, -0.9685, 0.0173], [3.9152, -0.5003, -2.7414], [1.3587, -1.8981, -1.5980], [0.2811, -0.5435, 2.4606], [1.7628, -0.0566, -2.9223], [-1.6859, 0.0915, 0.5256]], "total_charge": 1, "lumo_energy_ev": -4.31, "homo_lumo_gap_ev": 7.5, "e_homo_ev": -11.79}

***

It is found that the molecular weight values, taken in the order of the records, are 633.6, 84.1, 395.0 u.